[1]
Here is the ion C5H7Br3N2 with charge +2 in a non-equilibrium geometry from OMol25. Energies are from wB97M-V/def2-TZVPD.

```
17
Properties=species:S:1:pos:R:3:forces:R:3:lowdin_charge:R:1
C -0.759616 -0.543197 2.048401 -5.24 -3.38 -0.68 0.019
N 0.997065 -0.366149 -0.037218 1.37 1.74 -1.52 0.070
H 1.261436 -0.922593 0.747176 -0.30 -0.37 0.85 0.145
H 0.139867 -0.323140 2.462389 2.58 0.57 1.13 0.072
H -2.662928 0.905042 -0.440492 0.10 -1.22 1.64 0.078
C -0.171173 0.431850 -0.070289 -0.22 -2.39 0.28 -0.600
H -1.600614 -0.441609 2.737342 0.44 1.20 0.41 0.112
H -3.231575 0.328971 1.275959 1.03 -0.07 -0.61 0.128
H -1.066553 -1.677193 1.947689 1.67 1.66 -0.65 0.176
C -2.412187 0.790228 0.676243 -2.40 3.04 -1.63 -0.053
Br 4.630164 -1.349456 -5.288857 -0.73 0.73 1.56 0.415
N -1.104294 0.213998 0.844277 2.12 0.88 -1.22 -0.156
H -2.499128 1.931715 0.860374 0.80 -1.70 0.63 0.148
Br -0.424186 1.315640 -1.671174 -0.18 0.33 0.45 1.062
C 2.774750 -0.207608 -1.935985 -0.24 0.11 0.97 -0.390
C 2.030032 -0.222716 -0.941089 0.08 -0.42 -2.18 -0.128
Br 4.098938 0.136217 -3.214746 -0.86 -0.70 0.59 0.902
```
Forces are in eV/Å.

Relative energy (zero: lowest compared OMol25 entry of this formula, charge and spin) in kJ/mol: 248.0
Net charge: +2
LUMO level (spin up / spin down) in eV: -11.6 / -11.7
Kohn-Sham gap (spin up / spin down) in hartree: 0.214 / 0.210

***

[2]
Here is a structure of composition C44H61BrN6O4Si in a non-equilibrium geometry from OMol25. Energies are from wB97M-V/def2-TZVPD.

```
117
Properties=species:S:1:pos:R:3:forces:R:3:lowdin_charge:R:1
H -4.918417 -0.282191 -3.988377 -0.14 -0.02 0.27 0.124
H 0.623491 -8.447448 1.480234 -0.10 -0.05 -0.03 0.135
H 0.975245 -2.260353 5.198890 0.01 0.01 0.01 0.089
C -4.113007 -5.134110 2.413326 0.01 0.02 0.04 -0.101
H -5.699676 4.448231 0.723411 -0.10 -0.06 0.07 0.083
H 3.038556 0.678562 0.126220 0.03 -0.06 0.07 0.126
N 0.169834 -6.574548 0.564073 0.05 0.08 -0.05 0.025
H 1.480967 -5.807438 3.051225 0.04 -0.02 -0.26 0.099
C -3.593618 -0.798243 -0.299102 0.29 -0.13 -0.33 -0.016
C 4.168126 5.783554 -4.982730 -0.02 -0.02 0.00 -0.142
C 4.170242 -8.503415 4.006204 0.27 -0.11 0.04 -0.125
H 4.825445 -9.945641 1.119935 -0.02 -0.06 -0.01 0.099
H 2.473540 -8.609581 1.229877 0.46 -4.54 1.89 0.046
C 1.022781 -4.399250 5.866826 -0.03 0.05 0.03 -0.110
H -1.109370 0.214169 -2.612397 -0.08 -0.09 0.05 0.059
H -0.380877 -2.180296 1.951954 0.07 -0.07 0.02 0.072
C 1.735629 7.316528 2.102852 -0.02 -0.03 -0.01 -0.149
O -5.689888 -0.796214 -1.423460 -0.31 0.18 -0.03 0.137
H -0.942177 6.146640 -2.230143 0.05 0.04 -0.01 0.101
H -4.651256 4.839884 2.111557 -0.06 -0.18 0.03 0.073
H -4.355561 -5.322867 3.445335 0.01 0.00 0.01 0.094
H -2.560855 -0.764251 -0.638372 0.00 -0.09 0.01 0.033
H -5.565923 6.109901 1.328743 -0.18 -0.03 -0.03 0.080
H -1.511617 2.654723 -3.995471 0.02 0.09 0.06 0.104
H -4.475284 -4.018213 -0.679714 0.00 -0.04 -0.02 0.110
C -0.273608 -1.109813 1.810956 -0.24 -0.25 0.25 0.021
C 1.188927 -5.544509 5.135994 0.03 0.01 -0.12 -0.146
H 1.928759 2.913652 1.062690 0.16 0.04 0.04 0.079
C 1.902664 2.516028 0.046180 -0.48 -0.23 0.13 -0.223
O -3.918740 -1.481626 -2.604066 0.53 0.13 0.16 -0.035
C 0.514358 2.069226 -3.439958 -0.07 0.15 -0.38 -0.244
H 4.852103 6.093613 -4.211731 0.01 0.01 0.00 0.105
H 0.810755 1.204534 -2.843132 0.10 -0.04 0.00 0.085
H 1.640549 3.734533 -2.715279 0.02 0.16 0.15 0.072
H 2.776398 2.898076 -0.482744 0.03 0.09 -0.02 0.089
C -5.020671 5.184189 1.148436 0.34 0.30 -0.04 -0.047
H -0.029947 4.131888 -3.052072 -0.11 0.05 0.06 0.063
C 4.390781 5.324903 -6.253060 -0.01 -0.01 -0.01 -0.111
H -0.686665 1.616597 -5.146467 -0.15 0.19 -0.11 0.108
H 3.914079 5.558723 3.760144 0.01 0.00 0.01 0.105
H -3.242234 6.876782 -2.803121 0.10 0.01 -0.06 0.102
H 0.425593 -4.669483 -0.370383 -0.04 0.05 0.00 0.108
C 1.996594 0.996204 0.134625 0.74 0.07 -0.10 -0.252
C 1.099530 -0.783640 1.331794 0.09 0.08 0.29 -0.540
N 1.342397 -5.182709 3.823273 -0.09 0.04 0.10 0.021
Si 0.345809 3.180251 -0.780453 0.15 0.56 0.28 0.308
H -3.431957 -1.043737 -4.514728 -0.05 -0.15 0.01 0.122
C -0.116614 4.833403 0.006452 -0.17 -0.25 -0.42 -0.243
H 0.776323 7.370191 1.616485 -0.01 0.01 0.02 0.101
C -0.858867 1.785117 -4.084059 0.07 -0.32 0.34 -0.189
C 0.612607 3.369838 -2.611557 -0.01 -0.48 -0.26 -0.267
C 4.422898 -9.408653 1.962158 0.09 -0.16 0.11 -0.065
H 1.094933 5.316730 -5.943528 0.00 0.00 -0.01 0.104
N 2.815282 5.806426 -4.778871 -0.02 -0.01 0.04 -0.003
H -0.000489 4.713290 1.083183 0.04 0.16 0.08 0.069
C -2.579333 5.040833 0.517418 -0.12 0.11 -0.24 -0.037
C 2.227547 -5.858716 0.179894 -0.60 0.27 -0.08 -0.045
C 1.009835 -7.549130 1.030384 -0.62 0.30 -0.03 -0.127
H 0.878408 -4.349514 6.932807 0.00 0.00 0.01 0.089
C -3.095012 0.717344 -3.365402 0.24 0.15 -0.30 -0.182
H 2.931215 4.690977 -7.831106 0.00 0.00 -0.01 0.090
H 3.186559 -7.683988 1.058183 0.46 3.88 -2.22 0.038
H -0.830242 -6.619741 0.596517 -0.04 -0.10 0.03 0.103
H -3.416086 1.482483 -4.076779 -0.10 0.02 -0.03 0.119
C 3.228577 -8.741179 1.986712 0.33 -4.84 2.96 -0.262
H 2.680177 9.271705 1.903975 0.00 0.01 0.00 0.090
N 3.084854 -8.192854 3.233100 0.00 -0.28 0.08 0.049
C -4.515227 -1.007601 -1.467264 -0.18 -0.10 0.07 -0.544
H 1.371108 -3.351165 2.743511 0.11 0.00 0.01 0.085
H -2.333038 -5.211335 -0.229080 -0.01 0.04 -0.03 0.127
H -5.099929 6.453688 -1.237715 -0.02 0.02 -0.07 0.110
H 1.511305 0.512553 -0.715828 -0.05 -0.09 0.02 0.101
H 1.640835 5.306465 2.744606 -0.01 0.00 0.03 0.127
H 1.207596 -6.577925 5.440527 -0.01 0.00 0.03 0.101
H 1.232400 2.146573 -4.255844 0.19 -0.05 0.08 0.102
C 2.717094 8.257229 2.263451 0.03 -0.01 -0.01 -0.110
C -3.046117 6.355600 -1.876045 -0.14 -0.11 0.27 -0.074
H 5.355123 5.192589 -6.713522 0.00 0.00 0.00 0.090
O 1.890483 -1.589795 0.933363 0.14 -0.23 -0.34 0.116
H -5.882936 -4.010495 1.624697 -0.01 0.00 -0.01 0.096
C 3.777879 7.644769 2.986217 0.00 0.01 -0.01 -0.111
H 2.365008 6.098514 -3.931755 0.00 0.04 0.00 0.134
H -2.409342 4.512408 1.448269 0.06 0.01 0.05 0.111
H 4.706167 8.101842 3.284430 0.01 0.00 0.00 0.090
H -0.524478 -0.604814 2.740563 0.03 0.18 -0.02 0.101
C -4.221927 -4.435161 0.280769 0.05 0.03 -0.09 -0.143
C 0.903423 -5.540630 0.045187 0.02 0.11 -0.01 -0.122
C 3.121492 5.061954 -6.838220 0.02 -0.01 0.00 -0.112
N 2.161872 6.162064 2.702433 0.02 0.00 -0.04 0.002
H 2.300910 -7.651261 3.537696 -0.04 -0.01 0.04 0.109
C -1.758872 5.941284 -1.549285 -0.13 -0.02 0.10 -0.064
C -1.506842 5.282266 -0.344995 -0.28 0.13 0.01 -0.313
H 5.966216 -9.658204 3.568471 0.03 0.03 0.00 0.089
Br -1.339238 1.795172 -0.288985 0.03 0.10 -0.02 0.642
C 2.295219 -7.134829 0.804651 -0.38 5.14 -2.73 -0.163
C -3.874077 5.453066 0.208231 0.14 -0.02 -0.18 -0.267
H -1.452493 -0.276745 -4.260607 0.20 -0.10 0.05 0.109
O 1.369329 0.550385 1.344550 -0.63 0.11 -0.34 -0.045
C 1.072956 -3.305758 4.958120 -0.02 -0.01 0.06 -0.103
H -3.706927 -1.614323 0.412801 -0.09 0.02 0.12 0.081
H -3.325764 1.116684 -2.376359 -0.09 0.03 0.02 0.083
H -2.104604 -6.041161 2.170754 0.04 0.04 0.02 0.093
C -4.912100 -4.446936 1.461364 -0.03 0.02 0.00 -0.101
H 4.243511 -8.161602 5.024116 0.03 0.04 -0.01 0.105
C 3.404794 6.353145 3.242534 -0.02 -0.01 -0.01 -0.141
C -2.959410 -5.513152 1.784598 -0.02 0.03 -0.12 -0.144
C -3.902504 -0.529806 -3.678512 -0.13 -0.01 -0.30 -0.173
C -1.580913 0.533153 -3.540470 -0.17 0.02 -0.14 -0.217
H -3.846014 0.153493 0.161062 -0.12 -0.07 0.20 0.076
H 3.056202 -5.246461 -0.132976 0.02 -0.01 0.02 0.103
C 2.169563 5.369762 -5.903839 0.00 -0.02 0.04 -0.149
H 0.589846 5.574804 -0.374164 0.23 0.00 0.23 0.088
C 1.271428 -3.823387 3.706413 -0.01 -0.06 -0.07 -0.129
C 5.020326 -9.258190 3.244619 0.15 0.17 0.17 -0.102
C -4.098543 6.117846 -1.000875 0.28 -0.13 0.17 -0.053
N -3.031534 -5.084669 0.479620 -0.07 0.01 0.17 0.008
H -0.983637 -0.798277 1.044959 0.01 0.16 0.04 0.036
```
Forces are in eV/Å.

Net charge: 0
LUMO level in eV: 0.2
Kohn-Sham gap in hartree: 0.289